A molecular structure, C32H38BF6N2S5Y. Source: the Open Molecules 2025 dataset; level of theory: ωB97M-V/def2-TZVPD.

```
85
C32H38BF6N2S5Y ωB97M-V/def2-TZVPD
Y -0.86 -0.35 1.52
S 0.12 -1.58 -0.83
S -2.17 1.78 -1.07
S 0.68 1.00 -2.93
S -2.78 0.34 -4.49
S 1.67 -1.76 1.96
F -2.63 -0.58 3.55
F -1.92 -2.19 5.10
F -1.42 -2.35 2.82
F -3.52 -0.91 -0.56
F -2.66 -2.71 0.42
F -0.43 -0.74 4.03
N 0.57 -4.18 1.99
N 0.43 -4.20 -0.78
C 2.53 -7.34 4.86
C 0.57 -5.46 -0.04
C 3.11 -5.10 3.32
C -0.06 -0.21 -4.05
C 0.48 -3.04 -0.13
C 4.11 -6.01 3.62
C -3.88 0.62 -3.08
C -2.96 -1.33 0.66
C -1.14 -6.14 -3.26
C -2.27 -4.33 -2.15
C -0.76 1.87 2.27
C -1.09 -4.95 -2.56
C -2.37 -6.73 -3.57
C 1.53 -6.42 4.55
C -3.54 -6.11 -3.16
C 1.60 1.27 2.89
C 0.69 2.07 2.18
C 0.23 -4.31 -2.23
C 1.26 3.02 1.30
C 3.82 -7.14 4.39
C 0.73 -4.31 3.44
C 1.81 -5.30 3.78
C -0.06 -5.30 1.31
C -3.49 -4.92 -2.45
C -0.35 2.48 -3.16
C 0.88 -3.09 1.32
C 2.62 3.12 1.11
C -1.02 2.93 -1.87
C -3.59 1.84 -2.21
C 3.50 2.28 1.79
C 2.97 1.37 2.69
C -1.48 -0.69 -3.73
B -1.65 -1.49 3.98
H 0.29 3.28 -3.51
H -1.11 1.72 3.30
H -4.50 -6.56 -3.39
H -0.25 3.10 -1.11
H -1.09 2.27 -3.93
H -0.22 -6.62 -3.58
H 0.52 -6.58 4.92
H -3.93 -0.29 -2.48
H 0.95 -3.32 3.84
H -3.44 2.72 -2.83
H -3.80 -1.37 1.34
H 4.57 2.35 1.64
H 0.63 -1.05 -3.99
H -0.23 -4.63 3.85
H 1.05 -4.89 -2.64
H 3.01 3.87 0.43
H -2.24 -3.41 -1.58
H -0.01 0.16 -5.08
H -1.53 3.88 -2.03
H 5.12 -5.85 3.26
H 0.60 3.73 0.82
H 0.06 -6.23 -0.61
H 0.28 -3.30 -2.63
H 4.60 -7.85 4.63
H 2.30 -8.21 5.46
H 3.34 -4.22 2.73
H -1.14 -5.12 1.21
H -1.65 -0.70 -2.66
H -4.87 0.77 -3.51
H 0.10 -6.19 1.90
H -4.45 2.03 -1.58
H -1.61 -1.71 -4.10
H -1.36 2.64 1.80
H 1.23 0.58 3.65
H 3.64 0.73 3.27
H -4.41 -4.44 -2.13
H 1.63 -5.73 0.06
H -2.40 -7.66 -4.12
```

Properties
Relative energy (zero: lowest compared OMol25 entry of this formula, charge and spin)   22.0 kcal/mol
DFT total energy   -108989.704 eV
E_LUMO   -0.046 hartree
Gap between HOMO and LUMO   5.9 eV
Highest occupied orbital energy   -0.2625 Eh
Strongest force on any atom   0.0086 hartree/bohr

These are the Mulliken partial charges, in e, on atoms 1 to 5: number 1, Y, carries 0.03; number 2, S, carries 0.11; number 3, S, carries 0.29; number 4, S, carries -0.07; number 5, S, carries -0.23